{"formula": "C23H35Cl49O3SSi2", "method": "ωB97M-V with the def2-TZVPD basis set", "elements": ["C", "Si", "C", "C", "Si", "O", "C", "C", "C", "C", "S", "O", "O", "Cl", "H", "H", "H", "H", "H", "H", "H", "H", "H", "H", "H", "H", "H", "H", "H", "H", "H", "H", "H", "C", "Cl", "Cl", "Cl", "H", "C", "Cl", "Cl", "Cl", "H", "C", "Cl", "Cl", "Cl", "H", "C", "Cl", "Cl", "Cl", "H", "C", "Cl", "Cl", "Cl", "H", "C", "Cl", "Cl", "Cl", "H", "C", "Cl", "Cl", "Cl", "H", "C", "Cl", "Cl", "Cl", "H", "C", "Cl", "Cl", "Cl", "H", "C", "Cl", "Cl", "Cl", "H", "C", "Cl", "Cl", "Cl", "H", "C", "Cl", "Cl", "Cl", "H", "C", "Cl", "Cl", "Cl", "H", "C", "Cl", "Cl", "Cl", "H", "C", "Cl", "Cl", "Cl", "H", "C", "Cl", "Cl", "Cl", "H"], "positions_angstrom": [[2.22106, 2.15118, 1.62652], [3.04101, 0.57099, 0.97970], [4.88179, 0.78895, 1.38346], [2.45519, -0.92954, 1.97198], [2.84731, 0.20400, -1.29729], [2.75766, -1.47483, -1.48056], [1.31555, 0.96189, -2.10601], [1.04921, 2.44910, -1.78957], [0.31091, 3.22562, -2.89121], [0.98692, 3.28172, -4.27835], [2.65521, 3.89726, -4.30531], [2.88622, 4.54603, -5.56186], [3.55757, 2.86357, -3.89791], [2.65358, 5.37511, -2.89925], [1.82022, 1.92602, 2.62482], [1.38644, 2.53260, 1.03593], [2.97485, 2.93159, 1.77458], [5.34987, 1.51596, 0.71269], [5.45787, -0.13628, 1.37138], [4.90514, 1.17097, 2.41357], [2.21224, -0.59535, 2.98765], [1.60616, -1.45531, 1.52908], [3.30991, -1.61004, 2.05593], [4.06089, 0.61041, -2.03512], [1.89504, -1.78041, -1.76672], [1.44804, 0.82642, -3.18909], [0.40858, 0.39486, -1.84952], [1.95664, 2.99101, -1.50067], [0.37305, 2.46814, -0.92246], [-0.69503, 2.81213, -3.02810], [0.18012, 4.26366, -2.56108], [0.43851, 3.96934, -4.93027], [1.01962, 2.31397, -4.78705], [-1.97421, -1.92883, -3.14189], [-2.41107, -0.21290, -3.15783], [-0.28257, -2.10011, -2.64847], [-3.04781, -2.85966, -2.11512], [-2.05895, -2.29598, -4.15624], [-3.96760, 0.94614, 0.51832], [-2.30375, 1.16400, 1.05940], [-5.01070, 0.52957, 1.88145], [-4.54741, 2.36994, -0.33286], [-3.98240, 0.11170, -0.17373], [-2.40519, -2.93152, 2.07566], [-4.04940, -2.57530, 1.55350], [-2.28185, -4.57356, 2.71812], [-1.28235, -2.69411, 0.73852], [-2.14171, -2.24062, 2.86682], [0.41272, -6.03929, 0.48300], [1.34032, -4.77119, -0.31482], [-0.55206, -6.94376, -0.68543], [1.47553, -7.11565, 1.39186], [-0.26735, -5.56898, 1.18183], [0.10193, -8.77188, 5.02952], [1.78275, -8.42722, 5.43268], [-0.76951, -9.39511, 6.43028], [-0.69241, -7.33751, 4.38107], [0.09142, -9.53406, 4.26126], [-6.09313, -6.77902, 1.88803], [-5.28935, -7.42093, 3.32327], [-7.52510, -5.85492, 2.33528], [-4.97628, -5.79368, 0.94543], [-6.41030, -7.61438, 1.27800], [6.92950, -3.01373, 0.05546], [6.85469, -4.76692, 0.20921], [6.77089, -2.24334, 1.63958], [8.42801, -2.52135, -0.73305], [6.10152, -2.68542, -0.56081], [8.88890, 2.20171, -3.71131], [9.08235, 3.26759, -2.31491], [10.28478, 2.31168, -4.78236], [8.61749, 0.54040, -3.18333], [8.01471, 2.52860, -4.26037], [-5.86180, 3.01395, -3.85046], [-6.16730, 3.30236, -5.56228], [-4.59128, 1.81133, -3.61821], [-5.45870, 4.51785, -3.01877], [-6.76232, 2.61697, -3.39668], [-1.35996, 6.15583, 0.31065], [-1.97388, 4.51278, 0.47463], [-1.01979, 6.86167, 1.88967], [0.07599, 6.20413, -0.71663], [-2.12681, 6.75117, -0.16730], [-9.75510, 2.73420, -1.66424], [-8.06493, 2.36516, -1.30582], [-9.91035, 3.34306, -3.31268], [-10.77424, 1.32179, -1.40991], [-10.07667, 3.51210, -0.98413], [-5.83601, 1.13414, 5.51799], [-5.58140, 2.79984, 6.03007], [-4.38573, 0.16247, 5.77729], [-7.22217, 0.42378, 6.34631], [-6.04752, 1.14338, 4.45677], [9.80511, 1.99491, 1.20809], [9.29281, 3.19984, 2.39148], [11.47464, 1.49723, 1.49511], [8.71816, 0.60799, 1.21499], [9.76721, 2.43724, 0.22264], [-6.77376, 6.56967, 6.32811], [-5.58538, 6.24301, 5.06423], [-7.44686, 8.19018, 6.15076], [-8.05154, 5.35463, 6.32240], [-6.26779, 6.52029, 7.28341], [11.88261, 3.62953, -8.31802], [12.50313, 2.77399, -6.90263], [10.14878, 3.91344, -8.18722], [12.75108, 5.14483, -8.56055], [12.05401, 3.00331, -9.18352], [-9.13462, -9.56094, 3.87191], [-8.00277, -9.71812, 2.52332], [-9.95743, -8.00465, 3.83066], [-10.29355, -10.88879, 3.86250], [-8.56630, -9.61671, 4.79113]], "lowdin_charge": [-0.20, 0.47, -0.24, -0.20, 0.51, -0.28, -0.31, -0.29, -0.25, -0.27, 0.34, -0.34, -0.34, 0.42, 0.03, 0.00, 0.03, 0.03, -0.06, 0.04, 0.03, 0.00, 0.02, -0.01, -0.07, 0.07, 0.02, 0.08, 0.08, 0.11, 0.03, 0.11, 0.11, -1.49, 0.51, 0.59, 0.54, 0.02, -1.53, 0.52, 0.53, 0.50, -0.01, -1.49, 0.51, 0.53, 0.51, 0.02, -1.57, 0.52, 0.53, 0.52, -0.06, -1.56, 0.53, 0.53, 0.50, 0.01, -1.56, 0.51, 0.52, 0.50, -0.02, -1.53, 0.53, 0.54, 0.52, 0.01, -1.53, 0.54, 0.50, 0.52, 0.02, -1.57, 0.54, 0.47, 0.52, -0.08, -1.53, 0.51, 0.54, 0.54, 0.01, -1.53, 0.55, 0.54, 0.54, 0.02, -1.56, 0.51, 0.52, 0.53, -0.04, -1.56, 0.52, 0.53, 0.51, -0.05, -1.56, 0.51, 0.53, 0.51, 0.01, -1.55, 0.50, 0.52, 0.53, 0.01, -1.54, 0.53, 0.52, 0.53, 0.01], "lumo_ev": 0.00, "charge": 0}

{"formula": "C23H35N3O3", "method": "ωB97M-V with the def2-TZVPD basis set", "elements": ["C", "C", "C", "C", "C", "C", "O", "N", "C", "C", "C", "C", "C", "C", "C", "C", "C", "N", "C", "O", "C", "N", "C", "O", "C", "C", "C", "C", "C", "H", "H", "H", "H", "H", "H", "H", "H", "H", "H", "H", "H", "H", "H", "H", "H", "H", "H", "H", "H", "H", "H", "H", "H", "H", "H", "H", "H", "H", "H", "H", "H", "H", "H", "H"], "positions_angstrom": [[-1.73783, -2.51640, 2.87965], [-1.46065, -1.51218, 1.76439], [-2.20797, -0.21035, 2.06105], [0.05397, -1.26694, 1.66635], [0.44115, -0.46881, 0.42312], [1.94955, -0.32705, 0.29968], [2.69314, -1.19723, 0.73173], [2.41244, 0.77818, -0.34365], [1.56416, 1.83098, -0.89863], [1.21854, 2.95081, 0.08780], [2.31422, 3.23468, 1.11655], [3.74181, 3.27046, 0.55783], [4.49317, 1.92598, 0.48600], [5.91483, 2.20212, -0.00689], [4.56977, 1.27131, 1.86669], [3.84831, 0.95491, -0.51302], [-0.09627, -1.19722, -0.81259], [-1.54130, -1.31818, -0.70573], [-2.29228, -0.33810, -1.27907], [-1.80386, 0.57497, -1.92642], [-3.77533, -0.44649, -1.13477], [-4.51768, 0.54601, -0.50385], [-5.73143, 0.14800, -0.62692], [-5.88229, -1.01555, -1.29185], [-4.60482, -1.39661, -1.61642], [-4.42102, -2.64155, -2.36856], [-4.68724, -2.65166, -3.85438], [-3.28199, -2.73960, -3.34586], [-1.96357, -2.11245, 0.44007], [-1.22221, -3.46146, 2.69533], [-1.39243, -2.12759, 3.83947], [-2.80793, -2.72053, 2.96673], [-2.09842, 0.53250, 1.26952], [-3.27784, -0.39539, 2.17975], [-1.83673, 0.23326, 2.98755], [0.39623, -0.75210, 2.56880], [0.58424, -2.22231, 1.63438], [-0.02629, 0.51564, 0.45623], [2.12411, 2.25022, -1.73598], [0.65408, 1.41168, -1.32715], [1.01170, 3.85158, -0.49652], [0.29019, 2.71507, 0.61532], [2.09151, 4.19427, 1.58817], [2.25748, 2.49491, 1.91722], [3.73630, 3.73033, -0.43837], [4.34582, 3.93167, 1.18637], [6.47495, 1.27201, -0.12618], [5.90503, 2.71834, -0.97006], [6.45410, 2.82883, 0.70613], [5.23369, 0.40575, 1.83630], [4.95777, 1.97857, 2.60431], [3.60149, 0.91052, 2.21099], [4.31927, -0.02307, -0.42224], [4.01616, 1.32199, -1.53048], [0.14323, -0.67497, -1.73515], [0.33365, -2.20214, -0.85134], [-6.62786, 0.62437, -0.26670], [-4.68347, -3.54553, -1.83119], [-5.14499, -3.53831, -4.26842], [-4.99959, -1.71972, -4.30395], [-2.65134, -1.87029, -3.46912], [-2.76824, -3.68774, -3.41116], [-1.55368, -3.12024, 0.31655], [-3.04952, -2.19214, 0.45262]], "lowdin_charge": [-0.05, -0.52, -0.03, -0.09, -0.19, -0.41, 0.06, -0.02, -0.14, -0.16, -0.18, -0.15, -0.54, -0.06, -0.04, -0.11, -0.08, -0.01, -0.42, 0.08, -0.15, 0.17, -0.17, 0.09, -0.19, -0.21, -0.09, -0.10, -0.09, 0.09, 0.09, 0.09, 0.08, 0.09, 0.09, 0.13, 0.13, 0.12, 0.12, 0.10, 0.11, 0.10, 0.11, 0.10, 0.12, 0.12, 0.09, 0.08, 0.09, 0.09, 0.09, 0.07, 0.13, 0.13, 0.13, 0.14, 0.13, 0.14, 0.10, 0.11, 0.10, 0.10, 0.14, 0.13], "lumo_ev": 0.72, "smiles": "CC1(C)C[C@@H](C(=O)N2CCCCC(C)(C)C2)CN(C(=O)c2ncoc2C2CC2)C1", "de_lowest_kj_mol": 93.6, "charge": 0}

{"formula": "C23H35N3O4S", "method": "ωB97M-V with the def2-TZVPD basis set", "elements": ["C", "O", "C", "C", "C", "C", "N", "C", "S", "N", "C", "C", "O", "N", "C", "C", "C", "C", "C", "C", "C", "C", "C", "C", "C", "C", "O", "C", "C", "O", "C", "H", "H", "H", "H", "H", "H", "H", "H", "H", "H", "H", "H", "H", "H", "H", "H", "H", "H", "H", "H", "H", "H", "H", "H", "H", "H", "H", "H", "H", "H", "H", "H", "H", "H", "H"], "positions_angstrom": [[-0.83521, -0.43912, 3.40702], [-1.78379, -0.81130, 2.43661], [-1.34641, -1.40859, 1.29052], [-0.01297, -1.45007, 0.91269], [0.37083, -2.13982, -0.22957], [1.80097, -2.06969, -0.71548], [2.24575, -0.69060, -0.87477], [1.55799, 0.18676, -1.64497], [1.96224, 1.80666, -1.70403], [0.54667, -0.28929, -2.40308], [-0.42330, 0.54930, -3.07299], [-1.50984, 0.98428, -2.07551], [-2.53525, 0.34734, -1.91047], [-1.18476, 2.09933, -1.41299], [-1.94336, 2.63278, -0.30250], [-1.22194, 2.33289, 1.02024], [-0.32239, 3.54650, 1.22786], [-1.22286, 4.70694, 0.81127], [-2.01146, 4.17040, -0.39126], [3.52689, -0.31843, -0.30214], [4.69708, -1.19694, -0.80775], [5.34913, -1.79011, 0.44372], [5.02579, -0.77343, 1.53550], [3.57887, -0.39722, 1.23363], [-0.58902, -2.80105, -0.97272], [-1.94671, -2.71734, -0.65286], [-2.76023, -3.37823, -1.50917], [-4.10695, -2.96817, -1.66163], [-2.33865, -2.00273, 0.48559], [-3.66283, -1.93727, 0.84485], [-4.21705, -0.63205, 0.90375], [-1.41380, -0.13793, 4.27914], [-0.22018, 0.40464, 3.07852], [-0.18831, -1.28026, 3.67468], [0.73364, -0.93636, 1.49519], [1.89628, -2.61961, -1.66110], [2.46631, -2.53895, 0.01071], [0.19612, -1.21421, -2.19466], [-0.88144, -0.04062, -3.86842], [0.08460, 1.41855, -3.49550], [-0.23909, 2.45746, -1.52531], [-2.92871, 2.16370, -0.34689], [-0.66864, 1.39753, 0.95026], [-1.94797, 2.25396, 1.82998], [0.02911, 3.64029, 2.25466], [0.54608, 3.48460, 0.56999], [-1.90469, 4.94999, 1.62779], [-0.65722, 5.60314, 0.56309], [-1.55564, 4.49444, -1.32680], [-3.04140, 4.52259, -0.38339], [3.69594, 0.71745, -0.60534], [5.41168, -0.57249, -1.34308], [4.35397, -1.96683, -1.49691], [4.89869, -2.75348, 0.69167], [6.41961, -1.94162, 0.31724], [5.66841, 0.10135, 1.43073], [5.15098, -1.17795, 2.53887], [2.91913, -1.18419, 1.60145], [3.28068, 0.54399, 1.69286], [-0.32412, -3.37948, -1.84633], [-4.46567, -3.49865, -2.54349], [-4.71206, -3.23938, -0.79524], [-4.16340, -1.89083, -1.83340], [-4.00251, -0.08615, -0.01953], [-5.29137, -0.77324, 1.01015], [-3.83223, -0.07314, 1.75907]], "lowdin_charge": [-0.07, -0.09, -0.18, 0.03, -0.22, -0.09, -0.08, -0.73, 0.72, 0.04, -0.11, -0.46, 0.05, 0.09, -0.28, -0.14, -0.19, -0.19, -0.12, -0.32, -0.12, -0.19, -0.19, -0.14, 0.01, -0.19, -0.05, -0.05, -0.14, -0.09, -0.06, 0.10, 0.08, 0.10, 0.10, 0.13, 0.13, 0.10, 0.13, 0.09, 0.03, 0.14, 0.10, 0.12, 0.11, 0.09, 0.11, 0.10, 0.11, 0.11, 0.06, 0.11, 0.11, 0.11, 0.11, 0.12, 0.11, 0.10, 0.12, 0.13, 0.09, 0.09, 0.09, 0.07, 0.10, 0.08], "lumo_ev": 0.63, "smiles": "COc1cc(CN(C(=S)NCC(=O)NC2CCCC2)C2CCCC2)cc(OC)c1OC", "de_lowest_kj_mol": 202.1, "charge": 0}

| no. | strongest force on any atom (hartree/bohr) |
| --- | --- |
| 1 | 0.0274 |
| 2 | 0.0012 |
| 3 | 0.0200 |